#i
Here is a cluster of 3 separate species, C2H10NO3 in total from OMol25. Energies are from the ωB97M-V functional and the def2-TZVPD basis.

Structure (XYZ):
```
16
Properties=species:S:1:pos:R:3:nbo_charge:R:1
O -0.7650 1.6271 -1.5543 -1.162
O -3.1257 -0.4728 -0.3794 -0.963
O -0.0247 -0.6905 -1.1449 -0.857
N 1.7510 1.0416 0.4870 -0.877
C 1.6564 -0.3161 0.6461 -0.200
C 0.2463 -0.8911 0.2490 -0.088
H -0.4589 -0.3973 1.0913 0.096
H 1.2494 1.2416 -0.4141 0.410
H -2.6088 -1.0746 0.2170 0.456
H 2.3157 -0.9996 0.1100 0.177
H -2.3065 0.0157 -0.6373 0.499
H 1.8594 -0.7989 1.8302 0.114
H -1.0341 1.7028 -0.6358 0.409
H 1.2173 1.6229 1.3066 0.343
H -0.2758 0.4095 -1.4704 0.491
H 0.3038 -2.0203 0.2990 0.153
```

Values from the calculation:
Charge: -1
Frontier orbital gap in hartree: 0.3078

***

#ii
Here is a cluster of 3 separate species, C2H10NO3 in total from OMol25. Energies are from the ωB97M-V functional and the def2-TZVPD basis.

Structure (XYZ):
```
16
Properties=species:S:1:pos:R:3:nbo_charge:R:1
O -1.4023 -1.7010 0.2393 -1.014
O -1.3989 -0.3825 -2.6693 -1.019
O -0.2273 0.6203 -0.4791 -0.971
N 1.5499 1.0542 1.0239 -0.675
C 0.8552 0.4700 2.1837 -0.435
C 1.0786 0.3546 -0.2398 0.111
H 1.7825 0.7593 -1.0105 0.093
H -1.3033 -1.3839 1.1523 0.461
H -0.8531 0.0666 -1.9677 0.510
H 1.0708 1.9298 0.8407 0.344
H -1.8493 -1.1201 -2.2406 0.454
H 0.9357 -0.6295 2.0384 0.178
H -1.0953 -0.9633 -0.3458 0.510
H -0.2114 0.6671 2.2999 0.176
H 1.2640 -0.7334 -0.2104 0.107
H 1.4241 0.6122 3.0909 0.170
```

Values from the calculation:
Charge: -1
Frontier orbital gap in hartree: 0.2925

***

#ii (33.2 kcal/mol below the next structure)

***

#i
Here is an isolated molecule of C2HClO from OMol25. Energies are from the ωB97M-V functional and the def2-TZVPD basis.

Structure (XYZ):
```
5
Properties=species:S:1:pos:R:3:nbo_charge:R:1
Cl 0.9872 1.4043 0.9583 0.015
O -1.0035 -1.8382 0.4255 -0.433
C -0.4946 -0.7624 0.1195 0.717
C 0.0307 0.5238 -0.2320 -0.572
H 0.4802 0.6725 -1.2712 0.273
```

Values from the calculation:
Frontier orbital gap in hartree: 0.3238
SMILES string: O=C=CCl

***

#ii
Here is a cluster of 2 separate species, C2HClO in total from OMol25. Energies are from the ωB97M-V functional and the def2-TZVPD basis.

Structure (XYZ):
```
5
Properties=species:S:1:pos:R:3:nbo_charge:R:1
Cl 4.3484 0.4563 0.1200 0.299
O 3.6722 -0.9416 -0.3967 -0.443
C 0.7886 -0.0465 0.0011 -0.323
C 1.7858 -0.6736 0.2025 0.227
H -0.1746 0.0437 0.3896 0.241
```

Values from the calculation:
Frontier orbital gap (alpha / beta) in hartree: 0.2988 / 0.2989

***

#iii
Here is an isolated molecule of C2HClO from OMol25. Energies are from the ωB97M-V functional and the def2-TZVPD basis.

Structure (XYZ):
```
5
Properties=species:S:1:pos:R:3:nbo_charge:R:1
Cl -0.0470 -2.4364 -1.1623 0.135
O 0.3084 1.2409 0.7940 -0.670
C -0.0596 0.0889 0.1926 0.281
C 0.0662 -0.9357 -0.5591 -0.259
H -0.2680 2.0422 0.7349 0.514
```

Values from the calculation:
Frontier orbital gap in hartree: 0.3505
SMILES string: OC#CCl

***

#i (27.1 kcal/mol below the next structure)

***

#i
Here is a cluster of 2 separate species, CH6S4 in total from OMol25. Energies are from the ωB97M-V functional and the def2-TZVPD basis.

Structure (XYZ):
```
11
Properties=species:S:1:pos:R:3:nbo_charge:R:1
S 2.1564 -1.0016 -2.5698 0.143
S -2.4403 0.6209 3.0604 -0.129
S 3.4900 -0.9990 -1.0303 -0.187
S -3.3808 1.4565 1.4460 -0.136
C 0.5640 -0.4622 -2.0913 -0.816
H 4.7112 -0.3439 -1.1471 0.147
H -0.0490 -1.3280 -2.0470 0.228
H -4.5751 1.7393 1.8837 0.132
H -0.1046 0.4861 -2.5892 0.236
H -1.2199 1.0923 2.9568 0.134
H 0.6481 -0.0996 -1.0109 0.248
```

Values from the calculation:
Frontier orbital gap in hartree: 0.3285
SMILES string: CSS.SS

***

#ii
Here is a cluster of 2 separate species, CH6S4 in total from OMol25. Energies are from the ωB97M-V functional and the def2-TZVPD basis.

Structure (XYZ):
```
11
Properties=species:S:1:pos:R:3:nbo_charge:R:1
S -1.7788 2.3414 0.2547 -0.168
S 0.1316 1.3458 -0.1734 0.074
S 1.6826 -2.5989 1.3230 -0.143
S 2.1823 -0.6396 0.8198 -0.116
C -0.7002 0.0200 -1.1567 -0.746
H 0.6901 -2.9411 0.5171 0.117
H -1.5193 -0.4857 -0.6959 0.219
H 1.4767 -0.2509 1.9445 0.161
H -1.0900 0.5471 -2.0677 0.225
H -1.0855 3.3645 0.8174 0.141
H 0.0106 -0.7027 -1.5828 0.237
```

Values from the calculation:
Frontier orbital gap in hartree: 0.3009
SMILES string: CSS.SS

***

#iii
Here is a cluster of 2 separate species, CH6S4 in total from OMol25. Energies are from the ωB97M-V functional and the def2-TZVPD basis.

Structure (XYZ):
```
11
Properties=species:S:1:pos:R:3:nbo_charge:R:1
S 1.3122 -0.1802 -2.0406 0.116
S -1.0356 -0.5269 2.0220 -0.146
S 1.6748 -1.8637 -1.0604 -0.156
S 0.1727 1.0674 2.4704 -0.113
C -0.3086 0.4373 -1.5589 -0.767
H -2.0340 -0.5702 2.9230 0.134
H -0.1623 1.2885 -0.8984 0.209
H -0.0300 1.8249 1.3605 0.127
H -0.9440 0.6609 -2.4128 0.233
H -0.8194 -0.3490 -1.0028 0.243
H 2.1741 -1.7889 0.1980 0.121
```

Values from the calculation:
Frontier orbital gap in hartree: 0.3380
SMILES string: CSS.SS

***

#iii (6.2 kcal/mol below the next structure)

***

#i
Here is an isolated molecule of C3H3NO2S from OMol25. Energies are from the ωB97M-V functional and the def2-TZVPD basis.

Structure (XYZ):
```
10
Properties=species:S:1:pos:R:3:nbo_charge:R:1
S -0.4075 -1.9102 -1.0235 0.212
O -0.8098 0.2954 0.3525 -0.341
O -0.7318 2.5137 0.7817 -0.565
N 0.1275 -0.7433 0.1654 -0.238
C 1.3382 -0.1562 0.1002 0.019
C 1.2802 1.1605 0.3398 -0.411
C -0.1403 1.4814 0.5867 0.722
H 2.1701 -0.7889 -0.1086 0.231
H 2.1454 1.7634 0.3147 0.243
H -1.2243 -2.5954 -0.2212 0.126
```

Values from the calculation:
Frontier orbital gap in hartree: 0.3448
SMILES string: O=c1ccn(S)o1

***

#ii
Here is an isolated molecule of C3H3NO2S from OMol25. Energies are from the ωB97M-V functional and the def2-TZVPD basis.

Structure (XYZ):
```
10
Properties=species:S:1:pos:R:3:nbo_charge:R:1
S -0.2556 0.1943 1.6841 1.834
O 0.5020 1.2639 2.2546 -0.861
O -1.4414 -0.1929 2.3976 -0.851
N 1.3829 -1.5413 0.0472 -0.187
C 0.0029 0.1304 -1.0531 -0.248
C -0.6045 0.7786 -0.1168 -0.365
C 0.8137 -1.1684 -0.9651 -0.067
H -0.0824 0.5564 -2.1513 0.245
H 0.7829 -1.8325 -1.9800 0.227
H -1.1006 1.8116 -0.1172 0.272
```

Values from the calculation:
Frontier orbital gap (alpha / beta) in hartree: 0.2990 / 0.3145

***

#i (62.2 kcal/mol below the next structure)

***

#i
Here is a cluster of 2 separate species, C3H3NO2S in total from OMol25. Energies are from the ωB97M-V functional and the def2-TZVPD basis.

Structure (XYZ):
```
10
Properties=species:S:1:pos:R:3:nbo_charge:R:1
S -0.1435 -1.1463 2.5875 1.445
O 0.6063 -2.3641 2.7106 -0.827
O 0.3509 1.9196 0.8754 -0.446
N 0.9989 0.1757 1.9958 -0.696
C 0.1463 -0.3992 1.0010 -0.167
C 1.0553 1.4874 1.8367 0.381
C -0.3221 0.7440 0.1559 -0.238
H -1.4621 0.7367 0.2496 0.233
H 0.1443 0.8819 -0.8722 0.260
H 1.2354 -1.7002 -0.1315 0.055
```

Values from the calculation:
Frontier orbital gap (alpha / beta) in hartree: 0.2870 / 0.2781

***

#ii
Here is an isolated molecule of C3H3NO2S from OMol25. Energies are from the ωB97M-V functional and the def2-TZVPD basis.

Structure (XYZ):
```
10
Properties=species:S:1:pos:R:3:nbo_charge:R:1
S -1.1361 2.7532 0.2496 0.042
O -1.9395 -0.4424 1.8601 -0.483
O -0.0531 0.6090 -0.8837 -0.375
N 0.0197 -0.8056 -0.6468 -0.127
C 1.3529 -1.1445 -1.0837 -0.152
C -0.8525 1.1365 0.1181 0.105
C -0.9795 0.2341 1.3572 0.353
H 0.2266 0.2773 1.7751 0.149
H 2.0425 -0.2485 -1.4976 0.241
H 1.3189 -2.3691 -1.2484 0.247
```

Values from the calculation:
Frontier orbital gap in hartree: 0.3060
SMILES string: C=NOC(=S)C=O

***

#iii
Here is an isolated molecule of C3H3NO2S from OMol25. Energies are from the ωB97M-V functional and the def2-TZVPD basis.

Structure (XYZ):
```
10
Properties=species:S:1:pos:R:3:nbo_charge:R:1
S 0.0368 -0.7925 2.1817 1.160
O -0.4487 1.0821 -2.1850 -0.551
O -0.9879 0.0926 2.6991 -0.930
N -0.4867 0.8632 0.0892 -0.623
C 0.2766 -0.3669 0.6512 -0.166
C -0.2060 0.4505 -1.1813 0.687
C 0.8069 -0.6769 -0.6804 -0.557
H -1.2934 1.5144 0.4079 0.452
H 1.8924 -0.4801 -1.0750 0.275
H 0.4101 -1.6864 -0.9075 0.254
```

Values from the calculation:
Frontier orbital gap in hartree: 0.3351

***

#iii (72.0 kcal/mol below the next structure)

***

#i
Here is an isolated molecule of C3H9NOS from OMol25. Energies are from the ωB97M-V functional and the def2-TZVPD basis.

Structure (XYZ):
```
15
Properties=species:S:1:pos:R:3:nbo_charge:R:1
S -1.1992 0.4024 1.5143 -0.081
O 1.5900 -2.1591 -0.7162 -0.706
N 0.6279 -0.0404 -1.1138 -0.692
C 0.4936 -1.3210 -0.5268 0.108
C -0.3892 1.6706 0.4429 -0.508
C -0.2225 1.1668 -0.9980 -0.220
H -1.1337 1.0239 -1.5684 0.194
H 0.3956 1.9178 -1.4758 0.204
H -0.3625 -1.8973 -0.8499 0.135
H 0.5984 1.7153 0.9083 0.216
H 1.7936 -2.2291 -1.6519 0.461
H -1.0118 2.5565 0.5839 0.223
H 1.5209 0.2947 -1.3889 0.379
H 0.4161 -1.2930 0.5307 0.163
H -0.9370 1.0720 2.6475 0.124
```

Values from the calculation:
Frontier orbital gap in hartree: 0.3399
SMILES string: OCNCCS

***

#ii
Here is an isolated molecule of C3H9NOS from OMol25. Energies are from the ωB97M-V functional and the def2-TZVPD basis.

Structure (XYZ):
```
15
Properties=species:S:1:pos:R:3:nbo_charge:R:1
S -1.9815 1.2492 0.1625 -0.054
O 1.0940 -2.6231 -0.0280 -0.738
N 1.0792 -0.2451 0.4243 -0.644
C 0.3924 0.2271 -0.7882 -0.239
C -0.3368 1.6252 -0.5091 -0.549
C 1.8057 -1.4265 0.3382 0.089
H 2.2215 -1.5591 1.3849 0.151
H -0.4078 2.4395 -1.2620 0.237
H 0.2918 -2.6852 0.4948 0.464
H 1.0011 0.2568 -1.7061 0.203
H 2.6636 -1.2949 -0.2382 0.177
H 0.3631 -0.2315 1.1360 0.358
H -0.2245 -0.6094 -1.0819 0.190
H 0.2718 1.9620 0.3758 0.238
H -1.9517 1.8797 1.3051 0.117
```

Values from the calculation:
Frontier orbital gap in hartree: 0.3679
SMILES string: OCNCCS

***

#iii
Here is a cluster of 2 separate species, C3H9NOS in total from OMol25. Energies are from the ωB97M-V functional and the def2-TZVPD basis.

Structure (XYZ):
```
15
Properties=species:S:1:pos:R:3:nbo_charge:R:1
S -0.8946 1.1149 -0.0079 0.159
O 0.6857 -2.1615 0.2971 -0.563
N 1.5620 -0.6208 1.9816 -0.914
C 1.2827 -1.9374 1.3477 0.533
C 0.1403 1.8287 -1.2963 -0.752
C -1.8873 -0.1501 -0.9093 -0.766
H 1.3404 -2.8591 2.0935 0.117
H 2.3748 -0.5028 2.5871 0.396
H -2.9989 0.2111 -1.3451 0.201
H 1.2866 1.8644 -0.9706 0.226
H -2.1559 -0.9433 -0.0900 0.256
H -0.0223 1.3607 -2.2421 0.225
H -1.4978 -0.2996 -1.9554 0.239
H -0.1452 2.9104 -1.2833 0.222
H 0.9295 0.1844 1.7931 0.420
```

Values from the calculation:
Frontier orbital gap in hartree: 0.3363
SMILES string: NC=O.CSC

***

#ii (2.7 kcal/mol below the next structure)